Entry 1:
{
  "formula": "C33H50B2N6O2Tc",
  "method": "ωB97M-V with the def2-TZVPD basis set",
  "relative_energy_kcal_mol": 17.55,
  "spin_multiplicity": 2,
  "homo_lumo_gap_ha": [0.2418, 0.2221],
  "charge": 2,
  "mol_weight_g_mol": 682.43,
  "e_tot_ev": -51609.076,
  "lumo_energy_ev": [-7.25, -7.80],
  "homo_ev": [-13.8, -13.8],
  "symbols": ["Tc", "C", "C", "C", "C", "C", "C", "C", "C", "C", "N", "N", "B", "N", "N", "C", "C", "C", "C", "C", "C", "C", "C", "C", "N", "N", "C", "C", "C", "C", "C", "C", "C", "C", "C", "H", "H", "H", "H", "H", "H", "H", "H", "H", "H", "H", "H", "H", "H", "H", "H", "H", "H", "H", "H", "H", "H", "H", "H", "H", "H", "H", "H", "H", "H", "H", "H", "H", "H", "H", "H", "H", "H", "H", "H", "H", "H", "H", "H", "H", "H", "O", "B", "O", "C", "C", "C", "C", "C", "C", "H", "H", "H", "H"],
  "coordinates": [[0.3936, 0.1396, 1.0205], [-1.0643, -0.4747, 3.4864], [-2.4791, -0.6378, 2.9635], [-2.9263, -2.1051, 3.0467], [-2.6158, -0.1833, 1.5440], [-3.7455, -0.1417, 0.7632], [-3.3326, 0.0370, -0.5542], [-4.2981, 0.0931, -1.7102], [-5.1812, -1.1620, -1.7290], [-3.7296, 0.3645, -3.0941], [-1.9904, 0.1587, -0.5534], [-1.5520, 0.0791, 0.7452], [-0.8700, -0.1280, -1.6049], [-0.0249, -1.4142, -1.1558], [0.7590, -1.4866, -0.0056], [1.4543, -2.6458, -0.0195], [1.0910, -3.3420, -1.1559], [0.1693, -2.5545, -1.8451], [-0.5595, -2.8919, -3.1108], [-1.9957, -3.3044, -2.7681], [0.1572, -3.9897, -3.8921], [2.4759, -3.0011, 1.0163], [2.5037, -2.0201, 2.1770], [3.8556, -3.0920, 0.3518], [0.1165, 1.0673, -1.6541], [0.8966, 1.2607, -0.5266], [1.9204, 2.0975, -0.8761], [1.7344, 2.4683, -2.1842], [0.6097, 1.7993, -2.6615], [0.0974, 1.9747, -4.0638], [-0.9716, 3.0744, -4.0814], [-0.3448, 0.7232, -4.8169], [3.0935, 2.5218, -0.0422], [2.8059, 3.7700, 0.7979], [3.7225, 1.3784, 0.7432], [-0.9183, -0.9883, 4.4377], [-0.3333, -0.9775, 2.8066], [-0.8161, 0.5681, 3.6438], [-3.1472, -0.0362, 3.5864], [-2.2851, -2.7374, 2.4290], [-2.8653, -2.4556, 4.0753], [-3.9521, -2.2282, 2.7064], [-4.7590, -0.2663, 1.0984], [-4.9485, 0.9384, -1.4531], [-4.5930, -2.0508, -1.9589], [-5.6916, -1.3249, -0.7824], [-5.9397, -1.0527, -2.5016], [-3.2255, -0.5112, -3.5035], [-4.5514, 0.6122, -3.7643], [-3.0364, 1.2026, -3.0952], [-1.3228, -0.3541, -2.6567], [1.4592, -4.3040, -1.4613], [-0.5936, -1.9912, -3.7281], [-1.9983, -4.2170, -2.1713], [-2.5105, -2.5264, -2.2041], [-2.5562, -3.4963, -3.6818], [0.1577, -4.9309, -3.3421], [-0.3627, -4.1637, -4.8321], [1.1867, -3.7203, -4.1225], [2.2140, -3.9959, 1.3910], [2.7473, -1.0103, 1.8194], [1.5741, -2.0007, 2.7454], [3.2967, -2.2769, 2.8778], [4.1481, -2.1241, -0.0590], [4.6006, -3.3924, 1.0859], [3.8638, -3.8201, -0.4567], [2.3625, 3.1301, -2.7543], [0.9666, 2.3703, -4.5969], [-1.8495, 2.7876, -3.5050], [-0.5879, 4.0065, -3.6695], [-1.2839, 3.2604, -5.1076], [-1.3410, 0.3953, -4.5290], [-0.3753, 0.9546, -5.8807], [0.3577, -0.0996, -4.6790], [3.8353, 2.8204, -0.7888], [2.0140, 3.6059, 1.5257], [3.7103, 4.0678, 1.3271], [2.5081, 4.5970, 0.1553], [3.1441, 1.0736, 1.6194], [3.8755, 0.4990, 0.1180], [4.6919, 1.6886, 1.1321], [0.6003, 2.3941, 2.9469], [1.1879, 1.1808, 2.7070], [2.0432, 0.7616, 3.6851], [2.0255, 1.8112, 4.6107], [2.7307, 1.9263, 5.7861], [2.5069, 3.0904, 6.5155], [1.6241, 4.0764, 6.0751], [0.9185, 3.9472, 4.8813], [1.1509, 2.7909, 4.1759], [3.4139, 1.1600, 6.1204], [3.0338, 3.2329, 7.4480], [1.4834, 4.9647, 6.6734], [0.2354, 4.7054, 4.5295]],
  "forces_ev_per_angstrom": [[-0.2, -0.1, 0.1], [-0.1, -0.1, -0.1], [-0.1, 0.0, 0.0], [0.0, 0.0, 0.0], [0.1, -0.1, 0.1], [-0.1, -0.1, 0.2], [0.1, 0.0, -0.2], [0.0, 0.0, 0.0], [0.0, 0.0, 0.0], [0.0, 0.0, 0.0], [0.0, 0.1, -0.1], [0.1, 0.1, 0.0], [0.1, 0.0, 0.1], [-0.1, -0.1, 0.0], [0.1, 0.0, -0.1], [-0.1, 0.0, 0.0], [0.0, 0.1, 0.0], [0.0, 0.1, 0.1], [0.0, 0.0, 0.0], [0.0, 0.0, 0.0], [0.0, 0.0, 0.0], [0.0, -0.1, 0.0], [0.1, 0.0, 0.0], [0.0, 0.0, 0.0], [-0.1, 0.0, 0.1], [0.0, 0.1, -0.1], [0.0, -0.1, 0.1], [0.0, 0.0, 0.0], [0.1, -0.1, -0.1], [0.0, 0.0, 0.0], [0.0, 0.0, 0.0], [0.0, 0.0, 0.0], [0.0, 0.0, 0.0], [0.0, 0.0, 0.0], [0.0, 0.0, 0.0], [0.0, 0.0, -0.1], [0.1, -0.1, 0.0], [0.0, 0.2, 0.0], [0.0, 0.0, 0.0], [0.0, 0.0, 0.0], [0.0, 0.0, 0.0], [0.0, 0.0, 0.0], [-0.1, 0.0, 0.0], [0.0, 0.0, 0.0], [0.0, 0.0, 0.0], [0.0, 0.0, 0.0], [0.0, 0.0, 0.0], [0.0, 0.0, 0.0], [0.0, 0.0, 0.0], [0.0, 0.0, 0.0], [0.0, 0.0, 0.0], [0.0, -0.1, 0.0], [0.0, 0.0, 0.0], [0.0, 0.0, 0.0], [0.0, 0.0, 0.0], [0.0, 0.0, 0.0], [0.0, 0.0, 0.0], [0.0, 0.0, 0.0], [0.0, 0.0, 0.0], [0.0, 0.1, 0.0], [0.0, 0.0, 0.0], [0.0, 0.0, 0.0], [0.0, 0.0, 0.0], [0.0, 0.0, 0.0], [0.0, 0.0, 0.0], [0.0, 0.0, 0.0], [0.0, 0.0, 0.0], [0.0, 0.0, 0.0], [0.0, 0.0, 0.0], [0.0, 0.0, 0.0], [0.0, 0.0, 0.0], [0.0, 0.0, 0.0], [0.0, 0.0, 0.0], [0.0, 0.0, 0.0], [0.0, 0.0, 0.0], [0.0, 0.0, 0.0], [0.0, 0.0, 0.0], [0.0, 0.0, 0.0], [0.0, 0.1, -0.1], [0.1, 0.0, -0.1], [0.0, 0.0, 0.0], [0.0, 0.0, 0.0], [0.0, 0.1, 0.2], [0.0, 0.0, -0.1], [0.0, 0.1, 0.1], [0.0, 0.0, -0.1], [0.0, 0.0, 0.0], [0.0, -0.1, 0.0], [0.0, 0.0, 0.0], [0.0, -0.1, 0.0], [0.0, 0.0, 0.0], [0.0, 0.0, 0.0], [0.0, 0.0, 0.0], [0.0, 0.0, 0.0]],
  "lowdin_spin": [0.800, 0.005, 0.000, 0.000, 0.003, 0.001, 0.005, 0.001, 0.000, 0.000, 0.000, -0.001, -0.001, 0.000, 0.020, 0.014, 0.016, 0.030, 0.004, 0.003, 0.000, 0.001, 0.002, 0.001, 0.000, 0.023, 0.012, 0.014, 0.029, 0.004, 0.003, 0.001, 0.000, 0.000, 0.000, 0.001, 0.001, 0.002, 0.000, 0.000, 0.000, 0.000, 0.000, 0.000, 0.000, 0.000, 0.000, 0.000, 0.000, 0.000, 0.000, 0.000, 0.001, 0.000, 0.000, 0.000, 0.000, 0.000, 0.000, 0.000, 0.000, 0.000, 0.000, 0.000, 0.000, 0.000, 0.000, 0.000, 0.000, 0.000, 0.000, 0.000, 0.000, 0.000, 0.000, 0.000, 0.000, 0.000, -0.001, 0.000, 0.000, 0.004, -0.009, 0.000, 0.001, 0.000, 0.002, 0.001, 0.001, 0.000, 0.000, 0.000, 0.000, 0.000]
}

Entry 2:
{
  "formula": "C33H50BaBrN4OS",
  "method": "ωB97M-V with the def2-TZVPD basis set",
  "relative_energy_kcal_mol": 80.88,
  "spin_multiplicity": 1,
  "homo_lumo_gap_ha": 0.1379,
  "charge": 1,
  "mol_weight_g_mol": 768.09,
  "e_tot_ev": -124604.819,
  "lumo_energy_ev": -4.32,
  "homo_ev": -8.1,
  "symbols": ["Ba", "C", "C", "C", "C", "C", "C", "C", "C", "C", "C", "C", "C", "C", "C", "C", "C", "C", "H", "H", "H", "H", "H", "H", "H", "H", "H", "H", "H", "H", "H", "H", "H", "H", "H", "H", "H", "H", "H", "H", "H", "H", "H", "H", "H", "H", "H", "Br", "C", "C", "C", "C", "C", "C", "N", "C", "C", "C", "C", "C", "C", "N", "H", "H", "H", "H", "H", "H", "H", "H", "H", "O", "S", "C", "C", "C", "C", "H", "H", "H", "H", "H", "H", "H", "H", "N", "N", "H", "H", "H", "H"],
  "coordinates": [[0.3407, 0.2565, -0.5222], [-1.0970, -2.0120, 0.8628], [-0.9649, -1.3150, 2.1184], [-2.2265, -0.6550, 2.3324], [-3.1045, -1.0859, 1.3338], [-2.4518, -1.9178, 0.4316], [-3.0677, -2.6600, -0.7235], [-3.9081, -3.8240, -0.1716], [-2.0021, -3.2374, -1.6609], [-3.9700, -1.7163, -1.5256], [-2.6563, 0.5147, 3.2042], [-3.1369, 1.6212, 2.2394], [-3.8153, 0.1040, 4.1236], [-1.5522, 1.1426, 4.0550], [0.0474, -1.8075, 3.1498], [1.1387, -0.7995, 3.5431], [0.8021, -3.0496, 2.6446], [-0.7324, -2.2565, 4.3977], [-0.5037, -2.8746, 0.6091], [-4.1325, -0.7830, 1.2603], [-3.2808, -4.5054, 0.3974], [-4.3684, -4.3761, -0.9872], [-4.6904, -3.4569, 0.4852], [-1.4333, -4.0224, -1.1669], [-1.3197, -2.4539, -2.0008], [-2.4850, -3.6759, -2.5321], [-4.7948, -1.3626, -0.9167], [-4.3850, -2.2354, -2.3854], [-3.3956, -0.8575, -1.8744], [-4.0734, 1.3506, 1.7646], [-2.3872, 1.7816, 1.4553], [-3.2922, 2.5532, 2.7801], [-4.6161, -0.3625, 3.5589], [-4.2164, 0.9735, 4.6400], [-3.4751, -0.6108, 4.8678], [-0.6754, 1.3371, 3.4452], [-1.2743, 0.5121, 4.8916], [-1.9010, 2.0872, 4.4686], [1.6717, -0.4574, 2.6526], [1.8517, -1.2887, 4.2051], [0.7444, 0.0577, 4.0718], [1.4137, -2.8163, 1.7712], [0.1135, -3.8563, 2.4102], [1.4622, -3.4057, 3.4328], [-1.2886, -1.4384, 4.8358], [-0.0522, -2.6514, 5.1495], [-1.4426, -3.0332, 4.1253], [5.3971, -3.6302, -4.9784], [4.6765, -2.4945, -3.6360], [3.3427, -2.6258, -3.2715], [2.8113, -1.7797, -2.3240], [3.5861, -0.7831, -1.7130], [4.9330, -0.6715, -2.1033], [5.4713, -1.5221, -3.0442], [2.9565, 0.0353, -0.8031], [3.6197, 0.8055, 0.0047], [3.0054, 1.7279, 0.9033], [3.8253, 2.5745, 1.6752], [3.2547, 3.4753, 2.5421], [1.8641, 3.5166, 2.6407], [1.1305, 2.6538, 1.8466], [1.6615, 1.7900, 0.9951], [2.7326, -3.3919, -3.7246], [1.7777, -1.8996, -2.0258], [5.5711, 0.0912, -1.6835], [6.5097, -1.4318, -3.3211], [4.7061, 0.7809, 0.0483], [4.8969, 2.5067, 1.5778], [3.8665, 4.1393, 3.1315], [1.3686, 4.1850, 3.3264], [0.0494, 2.6511, 1.8883], [-0.1508, 0.3510, -2.6326], [1.0125, 0.9734, -3.3214], [0.9546, 0.3526, -5.0490], [0.4019, 1.4542, -5.9423], [0.8048, 2.7710, -5.2845], [0.4329, 2.6306, -3.8224], [0.3496, -0.5481, -5.0419], [1.9815, 0.1033, -5.3058], [-0.6848, 1.3939, -6.0099], [0.8016, 1.3713, -6.9524], [0.3162, 3.6294, -5.7465], [1.8835, 2.9055, -5.3745], [-0.6447, 2.6106, -3.6738], [0.8882, 3.3724, -3.1707], [-0.0145, 4.8967, -1.5878], [-0.6466, 4.1206, -0.5567], [0.1206, 5.8696, -1.3044], [-0.6347, 4.9105, -2.3925], [-1.5544, 4.5106, -0.2913], [-0.0440, 4.1881, 0.2577]],
  "forces_ev_per_angstrom": [[-2.3, -2.0, 4.9], [-0.7, -0.4, 0.5], [-0.3, 0.2, -0.5], [1.0, 0.0, 0.1], [0.0, 0.0, -0.6], [0.9, 0.2, -0.2], [-0.1, 0.0, 0.0], [0.1, 0.2, -0.2], [-0.2, 0.1, 0.2], [0.2, -0.2, 0.0], [-0.1, 0.0, 0.1], [0.1, 0.0, 0.3], [0.2, 0.2, -0.1], [-0.3, -0.1, -0.1], [0.1, 0.1, 0.2], [-0.1, -0.2, 0.1], [-0.1, 0.2, 0.2], [0.3, 0.0, -0.2], [0.3, 0.0, -0.2], [-0.3, 0.2, -0.1], [0.1, -0.1, 0.1], [-0.1, -0.2, -0.1], [-0.1, 0.1, 0.1], [0.2, 0.0, 0.0], [0.1, 0.0, -0.1], [0.0, -0.1, -0.1], [-0.1, 0.1, 0.1], [-0.1, -0.1, -0.2], [0.0, 0.1, -0.1], [-0.1, 0.0, -0.2], [0.0, 0.1, 0.0], [-0.1, 0.2, 0.1], [-0.1, 0.0, -0.1], [-0.1, 0.1, 0.1], [0.0, -0.1, 0.1], [0.1, 0.0, 0.0], [0.2, -0.1, 0.1], [-0.1, 0.1, 0.1], [0.1, 0.0, -0.1], [0.2, 0.0, 0.1], [0.0, 0.2, 0.0], [0.0, -0.1, -0.1], [0.0, -0.1, -0.1], [0.2, 0.0, 0.1], [-0.1, 0.1, 0.1], [0.1, -0.1, 0.2], [-0.1, -0.1, 0.0], [-0.1, 0.2, 0.3], [-0.1, -0.1, -0.2], [0.2, -0.2, -0.3], [0.1, 0.5, 0.4], [1.0, -1.1, -1.2], [-0.5, 0.1, 0.3], [0.0, -0.2, -0.2], [0.8, 1.7, 1.8], [0.1, -1.7, -1.6], [-0.5, 1.6, 1.5], [-0.2, -0.8, -0.6], [-0.7, 0.2, 0.2], [0.6, -0.1, 0.0], [-0.3, 0.0, 0.1], [1.5, 0.8, 0.5], [-0.1, -0.1, 0.0], [-0.1, -0.1, 0.0], [0.0, 0.1, 0.0], [0.1, 0.0, -0.1], [0.1, 0.0, -0.1], [0.1, 0.0, 0.0], [0.1, 0.0, 0.1], [-0.1, 0.1, 0.0], [-0.1, 0.0, 0.1], [-2.2, -0.6, -3.0], [0.7, 1.3, -2.6], [0.4, 0.0, 0.0], [-0.1, 0.2, 0.0], [0.0, -0.1, -0.2], [0.5, 0.0, 0.0], [0.0, -0.2, 0.2], [0.1, -0.1, -0.1], [0.0, -0.1, 0.0], [0.0, -0.1, 0.0], [0.0, 0.0, 0.1], [0.1, 0.1, -0.1], [-0.1, -0.1, 0.1], [-0.1, 0.0, 0.1], [0.1, 0.4, -0.1], [-0.1, -0.1, 0.1], [-0.2, -0.2, 0.0], [0.1, 0.0, 0.2], [0.3, 0.0, 0.0], [-0.1, 0.0, -0.1]],
  "lowdin_charge": [1.940, -0.223, -0.221, -0.181, -0.046, -0.249, -0.568, -0.038, -0.059, -0.048, -0.537, -0.054, -0.034, -0.055, -0.536, -0.052, -0.070, -0.029, 0.073, 0.104, 0.086, 0.080, 0.083, 0.081, 0.059, 0.083, 0.077, 0.079, 0.077, 0.077, 0.066, 0.076, 0.080, 0.084, 0.079, 0.043, 0.071, 0.085, 0.059, 0.083, 0.052, 0.075, 0.088, 0.083, 0.051, 0.085, 0.099, 0.778, -0.667, -0.106, -0.041, -0.307, -0.001, -0.104, -0.069, -0.065, -0.270, 0.018, -0.016, -0.004, -0.168, -0.111, 0.113, 0.092, 0.110, 0.111, 0.130, 0.122, 0.122, 0.122, 0.097, -0.933, 0.907, -0.264, -0.211, -0.222, -0.305, 0.107, 0.096, 0.125, 0.125, 0.127, 0.122, 0.108, 0.065, -0.085, -0.065, 0.079, 0.067, 0.081, 0.036]
}